{"formula": "C20H23BCl2N2O9", "method": "ωB97M-V with the def2-TZVPD basis set", "species": ["C", "H", "C", "H", "C", "H", "H", "C", "O", "C", "C", "H", "H", "H", "C", "H", "H", "N", "O", "H", "H", "H", "C", "O", "O", "C", "C", "H", "C", "C", "B", "C", "H", "Cl", "H", "H", "Cl", "C", "H", "H", "O", "O", "C", "H", "H", "C", "C", "C", "C", "H", "O", "N", "O", "O", "C", "H", "H"], "coordinates": [[-0.888114, 1.888338, 1.646013], [-0.961718, 2.355270, -0.992156], [-2.122012, 1.741341, 0.716341], [-3.282354, -3.686681, 2.396527], [-0.645001, -1.088190, -2.064393], [1.579231, 0.236662, -1.596718], [-3.620750, -1.384373, 1.528720], [0.187517, 0.911717, 1.235402], [-3.178221, 0.857363, -1.738728], [-5.314360, -1.847210, 0.288557], [0.687641, -1.287023, -2.742286], [-2.039764, 3.624836, -0.347168], [-5.685353, -2.666715, -0.323856], [-0.523184, 2.911937, 1.585737], [2.532881, -1.517259, -1.192785], [-5.195417, -0.969325, -0.340711], [-1.967091, -2.705194, 0.461433], [-1.565175, -2.015889, -1.989902], [-2.354038, 0.364942, 0.462433], [-3.611105, -1.693078, -1.888131], [-1.447839, -2.955120, -2.340101], [0.916233, -2.349301, -2.867439], [-2.748009, -1.625758, -1.220388], [0.945203, 1.044127, 0.304455], [-3.377779, 3.434645, 1.894177], [4.233468, 0.270703, -0.777841], [3.442918, -0.755878, -0.278027], [-3.164659, -3.601152, -0.485054], [-3.349163, 2.310938, 1.482972], [-4.216827, -3.398025, 1.921371], [-2.418808, -0.041359, -0.892764], [-3.997102, -2.234638, 0.955012], [-4.921862, -3.114210, 2.698141], [2.521012, -2.326539, 1.723338], [-4.618002, -4.261838, 1.395200], [0.879316, -0.805843, 1.796692], [6.081151, 2.213591, -0.567523], [-1.947334, 2.561952, -0.569356], [5.856226, 1.158618, 2.058591], [-6.062209, -1.624123, 1.045499], [0.199449, -0.143269, 2.035524], [-0.888458, 0.018782, -1.527142], [-2.994859, 2.168588, -1.603707], [-4.053883, 0.589690, 1.229032], [4.180277, 0.528665, -1.823576], [3.530595, -1.078309, 1.072649], [4.389082, -0.391761, 1.916527], [5.181575, 0.621564, 1.411382], [5.099501, 0.948468, 0.064845], [0.657594, -0.796230, -3.722105], [-3.605837, 2.962458, -2.262934], [1.734802, -0.706133, -1.935646], [-4.329264, 1.437737, 1.639682], [2.538989, -2.724488, -1.298904], [-2.919923, -2.619915, -0.066106], [4.433394, -0.649537, 2.962756], [-1.179252, 1.655157, 2.670392]], "atomic_forces_ev_per_a": [[-0.3, -0.2, -0.1], [0.0, 0.1, 0.0], [0.0, 0.4, 0.3], [0.1, -0.1, 0.1], [0.5, -0.6, -0.4], [0.0, -0.1, 0.1], [0.0, -0.1, 0.0], [0.1, 0.3, -0.1], [-0.1, -0.5, 0.0], [0.3, 0.0, 0.2], [0.1, 0.0, -0.1], [0.0, -0.1, 0.0], [-0.1, -0.1, -0.1], [0.0, 0.0, 0.0], [0.1, 0.2, -0.1], [-0.1, 0.1, -0.2], [0.1, -0.1, 0.0], [0.0, -0.1, -0.2], [0.2, -0.1, 0.1], [0.0, 0.1, 0.0], [0.2, 0.1, 0.0], [-0.1, 0.2, 0.0], [-0.2, 0.2, 0.3], [0.1, 0.2, 0.0], [0.0, 0.1, 0.1], [0.0, 0.0, 0.2], [0.2, -0.1, 0.3], [0.0, -0.1, 0.0], [0.7, -0.2, -0.3], [0.1, 0.3, -0.1], [0.1, -0.3, -0.6], [-0.1, -0.3, -0.1], [-0.1, 0.0, 0.1], [0.0, -0.2, 0.2], [-0.1, -0.1, -0.1], [-0.1, 0.4, -0.1], [0.1, 0.2, -0.1], [-0.2, -0.2, -0.1], [0.1, 0.1, 0.0], [-0.1, 0.0, 0.0], [-0.1, -0.6, 0.5], [-0.5, 0.2, 0.3], [0.1, 0.7, 0.0], [0.0, 0.4, 0.1], [0.0, 0.0, -0.1], [0.2, 0.2, -0.2], [-0.2, -0.1, -0.1], [0.0, 0.1, -0.2], [-0.2, -0.2, 0.2], [-0.1, -0.1, 0.1], [0.0, 0.0, 0.0], [-0.3, 0.2, -0.2], [-0.5, -0.4, 0.1], [0.1, -0.2, 0.1], [-0.1, 0.5, 0.1], [0.0, 0.0, 0.1], [0.0, 0.1, 0.0]], "nbo_charge": [-0.5151, 0.2581, 0.1925, 0.2081, 0.7035, 0.4422, 0.2018, 0.8269, -0.6925, -0.6199, -0.3046, 0.2694, 0.2044, 0.2533, 0.6695, 0.2110, 0.2104, -0.5225, -0.7559, 0.2244, 0.4190, 0.2557, -0.3294, -0.6433, -0.5741, -0.1443, -0.1546, 0.1944, 0.7666, -0.5975, 1.0317, -0.2150, 0.2128, 0.0262, 0.1996, 0.4969, 0.0286, -0.5737, 0.2368, 0.2190, -0.6843, -0.5869, 0.8025, 0.5105, 0.2315, -0.0127, -0.2107, -0.2042, -0.0568, 0.2370, -0.5618, -0.6121, -0.6602, -0.5985, -0.3931, 0.2371, 0.2423], "orbital_gap_ev": 9.77}

{"formula": "C20H23BrClF5N2O6PS", "method": "ωB97M-V with the def2-TZVPD basis set", "species": ["C", "H", "C", "S", "F", "H", "O", "H", "C", "H", "H", "C", "C", "C", "O", "H", "O", "Cl", "C", "H", "F", "C", "C", "H", "H", "O", "C", "H", "O", "H", "C", "F", "C", "H", "F", "C", "H", "C", "H", "H", "Br", "H", "H", "C", "O", "H", "N", "H", "H", "C", "C", "N", "C", "F", "P", "H", "C", "H", "C", "H"], "coordinates": [[-0.414461, -1.074898, -2.101844], [-2.223447, 1.711340, 0.288643], [-3.081159, 2.244500, -0.116102], [3.521372, -2.598399, -1.781416], [6.618924, -3.167348, 1.063349], [1.987648, 3.182139, 5.727460], [-5.540391, -0.363653, -0.224639], [-1.026032, -0.091519, -1.812328], [2.353566, 2.989450, 3.611725], [0.529237, 4.441727, 1.138885], [0.241143, -5.671877, 0.100441], [0.442090, -1.489655, -0.770943], [4.757546, -2.296364, -0.388621], [0.477969, -0.687005, -3.420178], [-1.554081, 5.990813, 4.109918], [-1.907658, -3.611603, -1.310985], [-3.469147, -0.399907, 0.497932], [0.090725, -4.167563, -3.529981], [-4.047601, 4.305067, -0.935487], [-0.351726, -1.643640, 0.104797], [4.628864, -4.483215, 1.052255], [-0.380664, -5.326866, -0.857976], [-4.304889, 1.598179, -0.335681], [-6.351647, 1.808741, -1.044785], [-0.634924, -6.333275, -1.441600], [-1.334988, 5.836391, 1.932390], [0.558028, 4.301515, 4.563494], [-2.650072, -5.130837, -0.460334], [3.539907, -1.334591, -2.672341], [1.118609, 0.309413, -3.288096], [-5.263138, 3.656976, -1.160402], [5.783798, -1.326143, -0.889908], [1.942017, 3.341431, 2.325304], [-6.107490, 4.211428, -1.564390], [6.184308, -4.452735, -0.898811], [0.151711, 4.659489, 3.271124], [2.484793, 2.966886, 1.460051], [0.734428, -4.528092, -1.815007], [1.607377, -5.328107, -1.970490], [-1.235594, -1.860873, -2.427989], [1.534780, 0.112346, -0.249387], [0.032088, 4.665036, 5.443827], [1.190869, -1.553682, -3.794062], [-5.397720, 2.299284, -0.863831], [3.861338, -3.827698, -2.673957], [1.838732, -3.478917, 0.424598], [-0.994794, 5.558325, 3.091981], [-0.262896, -0.466907, -4.325445], [-1.531600, -3.990297, 0.590124], [-2.957800, 3.601908, -0.419245], [1.662552, 3.463325, 4.728213], [-4.447609, 0.176881, 0.001980], [-1.693728, -4.417889, -0.490489], [4.137183, -1.648347, 0.817693], [1.548581, -3.031220, -0.945171], [-3.949162, 5.365135, -1.163012], [5.510877, -3.647100, 0.155180], [-2.012888, 4.113357, -0.249518], [0.837308, 4.176624, 2.147928], [3.218940, 2.342514, 3.745157]], "atomic_forces_ev_per_a": [[-0.4, 1.0, -1.1], [-0.3, 0.0, 0.0], [0.0, 0.1, -0.1], [2.2, 1.1, -9.0], [-4.1, -1.7, -3.3], [-0.1, 0.1, -0.2], [1.9, 0.8, 0.4], [1.4, -2.2, -0.3], [-0.1, 0.1, 0.0], [-0.1, 0.1, 0.3], [-1.5, 0.8, -1.9], [-2.0, 0.9, -0.4], [2.6, 2.8, 2.9], [0.0, 0.4, -0.8], [0.9, -0.7, -1.7], [0.5, -1.5, 1.7], [-1.0, 0.5, -0.6], [0.7, -0.2, 2.0], [0.0, -0.1, 0.0], [2.0, -0.1, -1.7], [2.7, 2.9, -3.7], [0.6, 0.0, 0.0], [0.0, 0.9, -0.2], [0.3, -0.1, 0.1], [0.5, 2.4, 1.1], [0.5, -0.4, 1.6], [0.0, 0.0, -0.1], [2.2, 1.7, 0.0], [-0.5, -3.9, 4.3], [-1.4, -2.4, 0.0], [0.3, -0.2, 0.1], [-3.8, -3.7, 1.5], [-0.3, 0.1, 0.3], [0.2, -0.2, 0.1], [-3.1, 3.0, 3.9], [0.8, -0.6, 0.1], [-0.1, 0.1, 0.1], [0.5, -2.5, -0.4], [-1.6, 2.0, 0.3], [1.9, 1.3, 1.0], [-0.5, -1.3, -0.1], [0.0, 0.0, -0.4], [-1.5, 1.8, 1.0], [0.0, 0.0, 0.0], [-1.3, 3.5, 4.6], [-0.1, 0.3, -1.2], [-1.2, 1.0, 0.1], [1.5, -0.6, 2.1], [-0.5, -0.5, -2.2], [-0.3, -0.3, -0.1], [-0.1, 0.1, -0.4], [-0.7, -1.0, 0.1], [-0.2, -1.2, 0.2], [1.6, -2.3, -4.1], [-2.2, -0.2, 1.4], [0.0, -0.2, 0.1], [3.5, -1.7, 2.3], [-0.2, -0.1, 0.0], [0.0, 0.0, 0.1], [-0.2, 0.1, 0.0]], "nbo_charge": [-0.4623, 0.2347, -0.2186, 1.6480, -0.2995, 0.2311, -0.3552, 0.2696, -0.1783, 0.2438, 0.2339, -0.5877, 0.4225, -0.6639, -0.3538, 0.2319, -0.4179, 0.0279, -0.1618, 0.3285, -0.3177, -0.4175, 0.0757, 0.2536, 0.2754, -0.3852, -0.1979, 0.2692, -0.7736, 0.2468, -0.2043, -0.2641, -0.2209, 0.2332, -0.2781, 0.0910, 0.2130, -0.5026, 0.3155, 0.2519, 0.1154, 0.2566, 0.2245, -0.2000, -0.7890, 0.1139, 0.5007, 0.2522, 0.2300, -0.2092, -0.2073, 0.5073, -0.6676, -0.3054, 0.9416, 0.2319, 0.9268, 0.2321, -0.2119, 0.2214], "charge": 1, "orbital_gap_ev": 6.33}